(1)
The following is a DFT calculation (the ωB97M-V functional and the def2-TZVPD basis) of a molecular structure, C32H51BN2O2P2W.

Output
- ⟨S²⟩: 2.02
- Spin multiplicity: 3
- Calculated total energy: -2284.18181 Eh
- Kohn-Sham gap (spin up / spin down): 0.223 / 0.229 hartree
- HOMO energy (spin up / spin down): -12.8524 / -13.0053 eV
- Max |F|: 0.012 Eh/bohr
- Charge: +2

Last column: Löwdin spin population.
Cartesian coordinates (Å):
W  -0.082239  -0.043959  -0.462262  1.69
C  -3.029518  -2.515657  -2.157788  0.00
C  -3.102431  -2.201762  -0.663285  0.00
C  -3.942610  -3.267342  0.066987  0.00
C  -3.811712  -0.852858  -0.483001  0.00
P  -1.407266  -2.146719  0.091856  0.01
C  -1.634099  -2.165701  1.918085  0.01
N  -0.463473  -1.508303  2.432263  0.01
B  0.308446  -0.606099  1.628686  0.04
N  1.527981  -0.404181  2.352032  0.01
C  2.636307  0.377578  1.876134  0.00
P  2.388314  0.603345  0.060482  0.01
C  3.718948  -0.365621  -0.787581  0.00
C  5.123120  0.069570  -0.345736  0.00
C  3.538805  -1.838809  -0.416809  0.00
C  3.583862  -0.219749  -2.307861  0.00
C  2.449789  2.435924  -0.241090  0.00
C  3.720870  3.114273  0.283903  0.00
C  1.233584  2.987591  0.514850  0.01
C  2.274548  2.762390  -1.726105  0.00
C  1.494936  -1.165798  3.518402  0.00
C  2.431623  -1.305470  4.532458  0.00
C  2.130327  -2.168190  5.571276  0.00
C  0.919073  -2.863355  5.608419  0.00
C  -0.028756  -2.706853  4.612220  0.00
C  0.272647  -1.850859  3.562825  0.00
C  -0.396996  -3.647148  -0.331035  0.00
C  0.662761  -3.865272  0.759315  0.00
C  -1.239168  -4.929777  -0.389239  0.00
C  0.259987  -3.420866  -1.693810  0.02
H  -4.022691  -2.367795  -2.582999  0.00
H  -2.736528  -3.543618  -2.363584  0.00
H  -2.342432  -1.849791  -2.686138  0.00
H  -4.908746  -3.323144  -0.436566  0.00
H  -4.141385  -2.988495  1.100084  0.00
H  -3.509592  -4.266423  0.049310  0.00
H  -4.873861  -1.020757  -0.659588  0.00
H  -3.471538  -0.114959  -1.204603  0.00
H  -3.708654  -0.430120  0.518738  0.00
H  -1.721475  -3.199372  2.271123  0.00
H  -2.563712  -1.647450  2.178701  0.00
H  3.586845  -0.132522  2.058619  0.00
H  2.695776  1.360085  2.357561  0.00
H  5.314430  -0.130447  0.707245  0.00
H  5.330626  1.116235  -0.546168  0.00
H  5.844111  -0.518697  -0.915849  0.00
H  3.516474  -2.012890  0.659647  0.00
H  4.387330  -2.394274  -0.817680  0.00
H  2.639492  -2.261420  -0.856083  0.00
H  3.972901  0.730802  -2.664537  0.00
H  2.550954  -0.323777  -2.650029  0.00
H  4.168373  -1.009117  -2.780534  0.00
H  3.997550  2.803943  1.290873  0.00
H  3.542229  4.189425  0.319923  0.00
H  4.570217  2.952973  -0.374065  0.00
H  1.297937  2.864948  1.595681  0.00
H  0.310653  2.503531  0.179422  0.00
H  1.130788  4.051012  0.299177  0.00
H  3.169562  2.552430  -2.308562  0.00
H  2.067623  3.829470  -1.813040  0.00
H  1.438901  2.223082  -2.185181  0.00
H  3.362601  -0.756228  4.521373  0.00
H  2.839870  -2.299354  6.374526  0.00
H  0.713843  -3.524844  6.435967  0.00
H  -0.975290  -3.227155  4.660563  0.00
H  0.214941  -4.186628  1.697912  0.00
H  1.280362  -2.996290  0.977555  0.00
H  1.319040  -4.667149  0.417520  0.00
H  -1.758156  -5.130758  0.547728  0.00
H  -0.554038  -5.762141  -0.555959  0.00
H  -1.961932  -4.937495  -1.202910  0.00
H  0.856429  -2.496260  -1.745709  0.01
H  -0.466217  -3.375442  -2.503503  0.00
H  0.935547  -4.253978  -1.895142  0.00
C  -0.643103  0.456120  -4.915758  0.00
C  -0.769746  0.783200  -3.466035  0.03
O  -0.090669  0.108748  -2.657062  0.06
C  -1.624036  1.861812  -2.994162  0.00
C  -2.190469  2.761428  -3.916250  0.01
C  -2.985925  3.807013  -3.497424  0.00
C  -3.245308  3.967347  -2.138277  0.01
C  -2.713993  3.095215  -1.203361  0.00
C  -1.904728  2.051623  -1.630345  0.02
O  -1.461053  1.215404  -0.637236  0.05
H  -0.105136  -0.479946  -5.034927  0.00
H  -0.079314  1.247646  -5.414910  0.00
H  -1.617299  0.399976  -5.397628  0.00
H  -1.988594  2.640833  -4.969426  0.00
H  -3.406909  4.492853  -4.215467  0.00
H  -3.875512  4.780647  -1.804141  0.00
H  -2.918523  3.203212  -0.148500  0.00

Atoms 1-3, force components in eV/Å:
-0.2 -0.4 -0.5
0.0 0.0 -0.1
-0.1 -0.2 0.1

***

(2)
The following is a DFT calculation (the ωB97M-V functional and the def2-TZVPD basis) of a molecular structure, C4H6O2Rb at a distorted geometry.

Output
- ΔE to the lowest compared entry with this formula, charge and spin: 54.3 kJ/mol
- Calculated total energy: -330.28688 Eh
- Kohn-Sham gap: 0.372 hartree
- HOMO energy: -13.5967 eV
- Max |F|: 0.037 Eh/bohr
- Charge: +1

Last column: natural (NBO) charge in e.
Cartesian coordinates (Å):
H  0.612386  -1.223719  -1.428321  0.27
O  -2.144084  0.849111  1.145233  -0.77
C  -2.395122  0.741176  -0.252662  -0.14
C  -1.232423  0.059755  -0.827372  -0.05
C  -0.273876  -0.578595  -1.198462  -0.23
C  3.493092  -0.700570  -0.164382  0.29
O  2.767655  -1.224048  0.673134  -0.56
Rb  0.086762  -0.193526  2.665500  0.99
H  -2.846418  1.325062  1.598004  0.49
H  -2.511228  1.737632  -0.703542  0.21
H  -3.308752  0.157466  -0.438907  0.22
H  3.676012  0.388096  -0.215323  0.13
H  4.075998  -1.337842  -0.852902  0.14

Atoms 1-3, force components in eV/Å:
-1.5 1.1 0.1
0.3 -0.1 0.7
-0.1 0.2 -0.5

***

(3)
The following is a DFT calculation (the ωB97M-V functional and the def2-TZVPD basis) of a molecular structure, C16H20NOSW at a distorted geometry.

Output
- ⟨S²⟩: 2.01
- Spin multiplicity: 3
- Calculated total energy: -1216.84348 Eh
- Kohn-Sham gap (spin up / spin down): 0.133 / 0.185 hartree
- HOMO energy (spin up / spin down): -0.9054 / -2.3229 eV
- Max |F|: 0.045 Eh/bohr
- Charge: -1

Last column: natural (NBO) charge in e.
Cartesian coordinates (Å):
W  1.304896  -0.542435  1.284570  0.67
C  2.995767  0.742889  1.832908  -0.39
C  3.349377  -0.009854  0.647904  -0.33
C  2.540100  0.480383  -0.439544  -0.38
H  4.189364  -0.686191  0.551213  0.24
C  1.716260  1.542408  0.057133  -0.30
C  1.996729  1.710631  1.452373  -0.30
H  1.604099  2.493472  2.091654  0.22
H  3.505454  0.698513  2.790034  0.24
H  2.614090  0.161192  -1.474903  0.23
H  1.066616  2.172926  -0.541127  0.22
C  -0.025414  -1.577827  2.737913  -0.35
C  0.089262  -0.175818  3.090278  -0.39
C  -0.751251  0.566990  2.172556  -0.34
H  0.558225  0.218817  3.989578  0.22
C  -1.435710  -0.371036  1.353495  -0.21
C  -0.912805  -1.667528  1.603037  -0.39
H  -1.200000  -2.589876  1.100025  0.22
H  0.334646  -2.408539  3.338679  0.24
H  -0.913394  1.645245  2.189652  0.22
H  -2.311733  -0.145135  0.755887  0.21
O  -1.085192  -0.168652  -1.308419  -0.53
C  -1.920860  0.544619  -2.224399  0.27
C  -1.446991  -0.325898  -3.425512  -0.46
C  -1.537972  2.010019  -2.288456  -0.63
C  -3.391492  0.330838  -1.890633  -0.63
C  -0.700427  -1.112662  -2.353917  -0.05
H  -0.780504  0.192008  -4.120777  0.20
H  -2.264418  -0.874881  -3.892665  0.20
H  -1.128414  -2.100116  -2.144841  0.17
H  0.388965  -1.152863  -2.461914  0.20
H  -1.853557  2.432451  -3.251753  0.20
H  -0.456717  2.137309  -2.160038  0.23
H  -2.067652  2.539333  -1.487172  0.21
H  -4.012919  0.539357  -2.768813  0.20
H  -3.688938  1.023173  -1.093158  0.21
H  -3.567120  -0.704346  -1.566810  0.22
S  2.325346  -2.699095  1.307499  -0.14
C  3.148634  -2.504337  2.763822  0.06
N  3.725650  -2.365482  3.784642  -0.49

Atoms 1-3, force components in eV/Å:
0.5 -0.9 -0.3
0.6 0.8 -0.2
-0.1 1.3 0.2

***

(4)
The following is a DFT calculation (the ωB97M-V functional and the def2-TZVPD basis) of a molecular structure, C3H11NOP at a distorted geometry.

Output
- ΔE to the lowest compared entry with this formula, charge and spin: 371.8 kJ/mol
- Calculated total energy: -591.90655 Eh
- Kohn-Sham gap: 0.321 hartree
- HOMO energy: -13.6029 eV
- Max |F|: 0.111 Eh/bohr
- Charge: +1

Last column: natural (NBO) charge in e.
Cartesian coordinates (Å):
C  -2.321953  -0.396351  0.056003  -0.50
C  0.902644  1.700514  0.575118  -0.96
C  1.072234  -0.482399  -1.605508  -0.90
N  -1.294012  -1.045972  0.804093  -0.63
O  1.762211  -0.763532  1.223407  -0.94
P  0.706638  -0.108595  0.221930  1.71
H  -2.038793  -0.017535  -0.969595  0.22
H  -3.193346  -1.075120  -0.173303  0.25
H  -2.989315  0.319560  0.738426  0.21
H  0.390252  1.820268  1.540028  0.29
H  0.815687  2.151241  -0.340289  0.26
H  1.931293  1.915788  0.723875  0.28
H  2.067829  -0.473500  -1.683987  0.25
H  0.432069  0.307825  -2.033877  0.27
H  0.853868  -1.578177  -1.721742  0.29
H  -1.415705  -0.843871  1.772422  0.37
H  2.318398  -1.430148  0.872997  0.53

Atoms 1-3, force components in eV/Å:
-3.7 1.4 0.1
0.1 -3.2 1.8
-4.6 -1.1 3.2